Record 1
C36H49CdNO2PSSi as an isolated structure. Source: the OMol25 dataset; level of theory: ωB97M-V/def2-TZVPD.

The geometry in XYZ format:
```
92
Properties=species:S:1:pos:R:3:forces:R:3
Cd 0.4727 -0.7342 -0.0986 0.5298 0.5091 -0.1392
C -0.5640 -3.8240 1.0585 -0.1080 -0.0068 -0.2634
Si -1.4283 -3.3561 -0.5655 0.2647 -0.5000 -0.0002
C -0.4642 -4.2516 -1.9407 -0.2758 0.1390 0.1967
C -3.2052 -3.9987 -0.5326 0.1944 0.1958 -0.0968
N -1.2970 -1.6373 -0.7176 -0.2670 -0.2106 0.1038
C -2.0474 -0.8532 -1.5751 0.0000 0.2100 -0.0540
C -2.8394 -1.3697 -2.6113 0.0962 -0.0206 0.1206
C -3.5137 -0.5512 -3.4999 -0.0775 0.0230 -0.0657
C -3.4013 0.8264 -3.4111 -0.0029 -0.0775 -0.0409
C -2.6369 1.3784 -2.3931 0.0510 0.0838 0.0316
C -2.0195 0.5565 -1.4705 -0.0805 -0.1193 -0.2025
O -1.2061 1.0475 -0.4357 0.0672 -0.0989 0.0721
C -1.1697 2.3770 -0.0714 0.1392 0.3523 0.1545
C -2.2848 3.2004 -0.0077 -0.1390 -0.1561 0.0772
C -2.1347 4.5135 0.4192 0.0150 0.0046 0.0127
C -0.8925 5.0077 0.7831 0.0797 0.0607 0.0214
C 0.2141 4.1704 0.7512 -0.0644 0.0292 0.0002
C 0.0699 2.8590 0.3369 -0.1023 -0.2900 -0.0763
H -0.0989 -4.8084 0.9710 0.0246 -0.0032 -0.0564
H -1.2749 -3.8769 1.8828 0.0545 0.0323 -0.0657
H 0.2198 -3.1139 1.3434 0.0108 -0.0314 0.0707
H -0.8187 -5.2800 -2.0431 0.0256 -0.0247 0.0056
H 0.6039 -4.2977 -1.7144 0.0033 0.0360 0.0069
H -0.5828 -3.7630 -2.9107 -0.0242 -0.0040 -0.0081
H -3.3117 -4.7967 0.2044 0.0448 -0.0037 0.0313
H -3.4948 -4.4125 -1.5002 -0.0272 0.0195 0.0016
H -3.9136 -3.2067 -0.2814 0.0011 0.0043 0.0311
H -2.8954 -2.4454 -2.7225 -0.0260 0.0103 -0.0502
H -4.1135 -0.9964 -4.2832 0.0124 -0.0054 0.0000
H -3.8889 1.4691 -4.1304 -0.0115 0.0141 0.0179
H -2.5217 2.4518 -2.3326 -0.0028 -0.0489 -0.0181
H -3.2635 2.8224 -0.2715 0.0346 0.0106 -0.0190
H -3.0026 5.1578 0.4648 -0.0202 -0.0226 -0.0097
H -0.7851 6.0366 1.0983 -0.0187 -0.0024 -0.0019
H 1.1909 4.5390 1.0375 -0.0125 -0.0092 0.0469
H 0.9109 2.1733 0.3433 0.0103 0.0553 -0.0095
C -0.1427 0.2962 4.5604 0.0933 0.1106 -0.3192
S -0.5494 0.3931 2.8009 -0.6517 -0.2679 0.7713
O 0.5086 -0.4853 2.1510 0.3879 -0.0546 -0.2215
C -2.0548 -0.5763 2.8290 0.0349 0.3540 -0.0486
C -2.0806 -1.8884 3.2744 0.0690 0.0077 0.1129
C -3.2738 -2.5887 3.2218 -0.0112 -0.0377 0.0300
C -4.4228 -1.9806 2.7319 -0.0148 0.1191 -0.0118
C -4.3896 -0.6607 2.3044 -0.0247 -0.0560 -0.0466
C -3.1993 0.0482 2.3542 0.0701 0.0444 0.0010
H 0.0907 -0.7371 4.8089 -0.0405 -0.0222 -0.0318
H -0.9941 0.6550 5.1350 -0.0310 0.0180 -0.0402
H 0.7224 0.9332 4.7348 0.0090 -0.0156 -0.0214
H -1.1825 -2.3590 3.6544 -0.0017 -0.0132 -0.0592
H -3.3111 -3.6157 3.5609 0.0140 0.0014 0.0130
H -5.3532 -2.5314 2.6940 0.0208 -0.0343 -0.0141
H -5.2837 -0.1907 1.9174 -0.0003 0.0161 0.0426
H -3.1549 1.0847 2.0456 -0.0061 0.0248 -0.1325
C 3.2309 -2.6178 -0.6705 0.0201 0.0918 -0.0175
C 3.3501 -1.6404 -1.8494 -0.2291 0.0886 0.0973
C 4.7975 -1.6494 -2.3371 -0.0294 0.0260 -0.0101
C 2.3870 -2.0849 -2.9549 0.0279 0.0820 0.0047
P 2.7543 0.0140 -1.1698 0.4367 -0.2131 -0.0936
C 4.0359 0.4827 0.0390 -0.3166 -0.0244 0.1216
C 3.7213 0.3638 1.3933 -0.0092 0.0025 -0.0871
C 4.6526 0.6998 2.3652 0.0305 -0.0090 0.0692
C 5.9044 1.1654 1.9958 -0.0304 -0.0177 0.0004
C 6.2263 1.2844 0.6507 0.0612 0.0108 -0.0608
C 5.3025 0.9428 -0.3228 -0.0096 -0.0193 -0.0243
C 2.6834 1.3725 -2.4884 -0.3159 -0.0783 0.1438
C 2.9619 2.7247 -1.8202 0.0090 -0.0790 0.0437
C 1.2322 1.3606 -2.9955 0.0124 -0.0340 -0.0075
C 3.6392 1.2087 -3.6702 0.0102 -0.0732 0.1087
H 3.5234 -3.6173 -0.9979 -0.0157 -0.0052 -0.0273
H 2.2001 -2.6872 -0.3035 0.0301 -0.1036 0.0145
H 3.8794 -2.3343 0.1599 -0.0349 0.0067 0.0228
H 5.0369 -2.6504 -2.7026 -0.0106 -0.0169 0.0194
H 5.4891 -1.4177 -1.5282 0.0270 -0.0141 -0.0052
H 4.9671 -0.9549 -3.1558 0.0215 -0.0189 -0.0124
H 2.5785 -3.1310 -3.2021 -0.0130 -0.0115 0.0092
H 2.5105 -1.5046 -3.8687 -0.0319 0.0019 0.0140
H 1.3442 -2.0053 -2.6323 -0.0087 -0.0603 -0.0549
H 2.7430 0.0056 1.6925 0.0004 0.0374 0.0362
H 4.3979 0.5990 3.4123 -0.0003 -0.0039 -0.0055
H 6.6314 1.4324 2.7510 -0.0042 0.0032 0.0032
H 7.2032 1.6444 0.3558 0.0010 -0.0070 0.0089
H 5.5765 1.0337 -1.3650 0.0029 0.0176 -0.0126
H 2.3690 2.8670 -0.9177 0.0534 0.0536 -0.0391
H 2.7010 3.5206 -2.5209 -0.0461 -0.0191 -0.0167
H 4.0123 2.8392 -1.5622 0.0151 0.0222 0.0267
H 0.5369 1.6126 -2.1925 -0.0105 -0.0146 -0.0505
H 0.9482 0.3901 -3.4093 -0.0300 0.0150 0.0042
H 1.1107 2.1064 -3.7838 0.0258 0.0042 -0.0073
H 4.6810 1.2024 -3.3534 0.0285 -0.0111 -0.0539
H 3.5074 2.0675 -4.3317 -0.0293 0.0057 -0.0030
H 3.4357 0.3113 -4.2517 0.0459 0.0155 -0.0082
```
Positions in Å, forces in eV/Å.

Output
* LUMO level: -2.03 eV
* HOMO energy: -9.64 eV
* F_max: 0.02032 hartree/bohr
* E_tot: -76275.2637 eV
* total charge: +1
* energy relative to the best compared isomer or geometry (same formula, charge and spin): 0.3069 eV

Results of the Mulliken charge analysis, in e, for atoms 1 through 5: atom 1 (Cd): 4.4516, atom 2 (C): -0.9750, atom 3 (Si): 0.0075, atom 4 (C): -1.2410, atom 5 (C): -1.3420


Record 2
C36H49IN2S2Sn as an isolated structure. Source: the OMol25 dataset; level of theory: ωB97M-V/def2-TZVPD.

The geometry in XYZ format:
```
91
Properties=species:S:1:pos:R:3:forces:R:3
Sn -0.3357 1.7538 0.0295 -0.0223 0.6177 0.2732
C -1.1939 2.7124 2.0769 -0.0573 0.1767 0.1241
C -2.1414 3.0777 1.0584 -0.0021 -0.0197 0.1209
C -1.4352 3.9607 0.1477 0.0867 0.0579 -0.1408
C -0.1144 4.1324 0.6923 -0.0785 0.1167 0.0630
C 0.0392 3.3952 1.8820 -0.0144 -0.0803 0.0190
C 1.1991 3.4397 2.8532 0.0464 -0.0783 -0.0145
C 2.4477 4.0164 2.1802 -0.0594 0.0355 0.0393
C 1.5144 2.0340 3.3837 -0.0221 0.0687 -0.0333
C 0.7770 4.3495 4.0218 -0.0377 -0.0335 -0.0308
C -1.8274 4.7920 -1.0843 -0.0183 -0.1282 -0.0838
C -2.2713 6.1786 -0.5886 -0.0413 0.0021 0.0062
C -0.5987 4.9790 -1.9984 -0.0418 0.0748 0.1136
C -2.9101 4.1595 -1.9668 0.0586 0.0612 0.0917
C -3.6115 2.6485 1.1823 0.0025 -0.1477 -0.1713
C -4.5134 3.8912 1.2140 0.0175 -0.0027 0.0247
C -4.0284 1.6743 0.0646 0.0008 0.1102 0.0325
C -3.8368 1.9045 2.5076 0.0356 0.0220 0.0082
H -1.4393 2.1549 2.9668 0.0402 -0.1393 -0.1408
H 0.6108 4.8394 0.3194 0.0478 -0.2246 -0.1451
H 2.6809 3.4840 1.2543 0.0382 -0.0052 0.0125
H 3.3042 3.9227 2.8494 -0.0286 0.0289 -0.0174
H 2.3266 5.0772 1.9487 0.0104 -0.0586 -0.0106
H 1.9624 1.4232 2.5920 -0.0218 -0.0306 0.0119
H 0.6229 1.5259 3.7573 0.0374 0.0187 0.0160
H 2.2300 2.0959 4.2057 -0.0143 -0.0096 -0.0584
H 0.4974 5.3411 3.6598 0.0204 -0.0296 0.0265
H 1.6059 4.4626 4.7231 -0.0390 -0.0109 -0.0247
H -0.0757 3.9306 4.5619 0.0517 0.0195 -0.0121
H -1.4679 6.6660 -0.0311 -0.0354 -0.0105 -0.0277
H -3.1444 6.1186 0.0613 0.0242 0.0121 -0.0318
H -2.5244 6.8112 -1.4422 0.0168 -0.0297 0.0409
H 0.1750 5.6055 -1.5530 -0.0324 -0.0390 -0.0102
H -0.9114 5.4670 -2.9216 0.0073 0.0118 0.0399
H -0.1568 4.0171 -2.2661 0.0393 -0.0455 -0.0587
H -3.8825 4.1055 -1.4877 0.0135 -0.0244 -0.0028
H -2.6133 3.1556 -2.2797 -0.0224 -0.0201 -0.0448
H -3.0311 4.7628 -2.8674 0.0078 -0.0038 0.0392
H -4.5070 4.4453 0.2807 -0.0042 0.0056 0.0130
H -4.2027 4.5671 2.0143 -0.0324 -0.0200 -0.0263
H -5.5430 3.5875 1.4120 0.0410 0.0030 -0.0093
H -3.9964 2.1185 -0.9255 0.0169 -0.0146 0.0129
H -5.0471 1.3231 0.2403 0.0351 0.0267 -0.0040
H -3.3731 0.7971 0.0718 -0.0211 -0.0531 0.0064
H -3.5894 2.5234 3.3732 -0.0078 -0.0413 -0.0377
H -3.2670 0.9726 2.5558 -0.0156 0.0257 0.0285
H -4.8928 1.6444 2.5845 0.0345 -0.0008 -0.0079
S 2.1816 -1.1435 -0.2287 -0.0856 0.1013 -0.0524
C 1.5363 -2.0095 -1.5873 0.0179 -0.0198 0.1188
N 2.3181 -2.3086 -2.5727 0.1303 -0.1223 -0.1979
C 1.7854 -3.2077 -3.6245 -0.0337 0.0966 -0.0268
C 0.9230 -4.2398 -2.9443 -0.0373 0.0577 0.0672
N -0.1877 -3.5305 -2.3047 0.2341 -0.0631 0.0244
C -1.5252 -4.1596 -2.2594 0.0268 -0.0779 0.1501
C -1.6798 -4.9892 -1.0067 0.0121 0.0128 -0.0242
C -2.5606 -4.5891 -0.0094 -0.0003 -0.0007 0.0345
C -2.6997 -5.3491 1.1465 0.0015 0.0086 0.0003
C -1.9499 -6.5039 1.3151 0.0001 0.0274 0.0216
C -1.0678 -6.9088 0.3193 0.0612 -0.0156 0.0162
C -0.9361 -6.1553 -0.8369 -0.0032 -0.0615 -0.0437
C 0.0749 -2.3925 -1.6760 -0.4374 0.0813 -0.0721
S -1.0785 -1.3277 -1.1195 0.1552 -0.2553 -0.1224
C 3.7745 -1.9672 -2.6258 0.1350 -0.2475 0.1950
C 4.6080 -2.9196 -1.7859 -0.1586 0.0182 -0.0133
C 5.3307 -2.4348 -0.7013 0.0309 0.0118 -0.0660
C 6.0965 -3.2964 0.0723 -0.0009 -0.0010 0.0096
C 6.1311 -4.6513 -0.2241 -0.0199 0.0106 0.0070
C 5.4249 -5.1395 -1.3165 -0.0358 -0.0019 0.0002
C 4.6700 -4.2765 -2.0967 0.0244 -0.0238 0.0054
H 2.6222 -3.6675 -4.1369 0.1134 0.0184 0.0246
H 1.2148 -2.6260 -4.3508 0.0107 0.0563 0.0019
H 1.5068 -4.7903 -2.2011 -0.0131 -0.0667 0.0209
H 0.5299 -4.9442 -3.6723 -0.0889 0.0210 -0.0191
H -1.6353 -4.7688 -3.1544 0.0963 0.0171 -0.0651
H -2.2658 -3.3684 -2.2864 -0.0595 0.0608 -0.0652
H -3.1534 -3.6904 -0.1428 0.0301 -0.0454 -0.0038
H -3.4057 -5.0437 1.9089 0.0441 -0.0093 -0.0187
H -2.0603 -7.0963 2.2152 -0.0039 0.0219 -0.0558
H -0.4934 -7.8206 0.4384 -0.0556 0.0513 -0.0092
H -0.2641 -6.4997 -1.6193 -0.0770 0.0215 0.0445
H 3.9135 -0.9424 -2.2917 -0.0766 0.0641 -0.0202
H 4.0575 -2.0230 -3.6745 -0.0820 0.0628 -0.0593
H 5.3152 -1.3750 -0.4720 -0.0146 -0.0365 0.0078
H 6.6699 -2.9063 0.9041 -0.0381 -0.0241 -0.0275
H 6.7143 -5.3268 0.3889 0.0105 0.0361 -0.0470
H 5.4755 -6.1909 -1.5718 -0.0053 0.0492 0.0216
H 4.1554 -4.6757 -2.9648 0.0281 0.0244 0.0310
I 1.3205 -3.9606 1.1958 -0.0316 0.0456 0.0506
C 1.2227 -1.8369 1.1330 0.0977 -0.1396 0.0675
H 1.6989 -1.4444 2.0270 0.0423 0.0159 0.0328
H 0.1814 -1.5470 1.0805 -0.0045 0.0253 0.0369
```
Positions in Å, forces in eV/Å.

Output
* LUMO level: -6.85 eV
* HOMO energy: -13.79 eV
* F_max: 0.01314 hartree/bohr
* E_tot: -76696.6912 eV
* total charge: +2
* energy relative to the best compared isomer or geometry (same formula, charge and spin): 0.0000 eV

Results of the Mulliken charge analysis, in e, for atoms 1 through 5: atom 1 (Sn): 0.8166, atom 2 (C): -0.4650, atom 3 (C): -0.3673, atom 4 (C): 0.2663, atom 5 (C): -0.4262


Record 3
C36H49N3O4PtSi as an isolated structure. Source: the OMol25 dataset; level of theory: ωB97M-V/def2-TZVPD.

The geometry in XYZ format:
```
94
Properties=species:S:1:pos:R:3:forces:R:3
Pt -0.4181 0.2927 -0.0312 -0.0524 2.4184 0.5147
C 0.5865 -0.7321 -4.6328 -0.7051 0.2101 -0.4997
O 1.7090 -0.8033 -3.7505 0.8399 -0.2529 0.4121
C 1.2737 -0.4422 -2.5543 -1.2364 0.1250 -0.3784
N 0.0188 -0.1890 -2.4249 0.7621 0.1344 0.5170
C -0.6197 -0.5886 -3.6803 -0.1609 -0.4840 -0.5133
C -1.7384 0.2673 -4.2049 -0.0756 0.2101 0.1654
C -2.0088 0.3127 -5.5678 0.0019 0.0722 0.2533
C -3.0788 1.0599 -6.0287 -0.1717 0.0928 0.0293
C -3.8887 1.7549 -5.1391 0.0567 -0.0866 -0.0981
C -3.6312 1.6967 -3.7794 -0.0107 -0.0806 -0.0414
C -2.5659 0.9468 -3.3177 0.1367 -0.3396 -0.1001
C 2.1869 -0.5969 -1.4191 0.5892 -0.1558 0.1106
C 3.4070 -1.2546 -1.5509 -0.2051 0.2246 0.1679
C 4.0453 -1.6912 -0.3970 -0.1068 0.0793 -0.0902
C 3.4003 -1.5588 0.8224 -0.2646 0.2776 -0.0123
C 2.1859 -0.8762 0.8614 0.9578 -0.2108 -0.1396
N 1.6583 -0.3203 -0.2272 -0.2890 -0.0015 0.0444
C 1.3589 -0.8758 2.0703 -0.7544 0.8163 0.8017
N 0.2115 -0.3030 2.1831 0.7269 -0.4518 -1.0752
C -0.2858 -0.5448 3.5289 -0.1951 -0.1101 0.6079
C 0.8411 -1.4165 4.1548 -0.5239 0.1161 0.7433
O 1.8242 -1.5194 3.1232 0.8716 -0.1522 -0.4660
C -1.6166 -1.2421 3.6131 -0.1954 0.2518 0.1876
C -2.5295 -0.8306 4.5792 0.2531 -0.0326 -0.2260
C -3.6837 -1.5613 4.7907 -0.2041 -0.0150 0.1274
C -3.9434 -2.6907 4.0345 -0.0559 -0.0449 -0.1138
C -3.0522 -3.0879 3.0470 -0.1740 0.0487 0.1764
C -1.8930 -2.3665 2.8516 0.4780 -0.1054 -0.4207
H 0.5610 -1.6310 -5.2444 0.0785 0.0510 0.0424
H 0.7124 0.1503 -5.2669 -0.0179 -0.0881 0.0509
H -1.0586 -1.5750 -3.4650 0.1327 0.0002 -0.1000
H -1.4098 -0.2499 -6.2673 0.0960 -0.0178 -0.1362
H -3.2913 1.0893 -7.0852 -0.0367 0.0128 -0.1244
H -4.7362 2.3140 -5.5014 -0.0557 0.1050 -0.0861
H -4.2718 2.2198 -3.0857 -0.0848 0.0516 0.0837
H -2.3537 0.8538 -2.2633 -0.0562 0.1559 0.0746
H 3.8056 -1.4361 -2.5371 0.0457 -0.0433 -0.0315
H 4.9990 -2.1887 -0.4574 0.1229 -0.0836 -0.0126
H 3.7997 -1.9727 1.7336 0.0676 -0.0858 0.0559
H -0.3754 0.4196 4.0379 0.0973 -0.0793 -0.0145
H 0.4956 -2.4226 4.4059 0.0649 0.1513 -0.0831
H 1.3063 -0.9640 5.0325 -0.0261 -0.0416 -0.1432
H -2.3213 0.0469 5.1751 0.0065 0.0785 0.0985
H -4.3771 -1.2548 5.5594 -0.0725 0.0214 0.0388
H -4.8404 -3.2642 4.2051 -0.1091 -0.0418 0.0465
H -3.2614 -3.9634 2.4547 -0.0042 -0.1242 -0.0987
H -1.1742 -2.6813 2.0906 -0.5623 -0.0204 0.6815
C -0.6554 3.5482 -2.6048 0.0258 -0.1518 0.2020
C 0.4887 3.6160 -1.6013 -0.4740 -0.2441 0.6069
C 0.8944 5.0736 -1.4140 0.0006 -0.1047 0.1415
C 1.6783 2.8644 -2.1985 0.0854 -0.1970 0.2903
Si 0.0235 2.6969 0.1833 0.8345 0.2934 -0.3564
C 1.3937 3.2486 1.6107 -0.6273 -0.2699 -0.0844
C 1.2947 2.4487 2.9134 -0.0585 -0.0409 -0.1787
C 1.3238 4.7245 2.0217 -0.1454 -0.0850 -0.2207
C 2.7852 2.9710 1.0240 -0.2554 0.0562 -0.2772
C -1.9886 3.8909 0.9184 -0.7155 0.4861 0.2309
C -2.0676 3.4507 2.3446 0.4810 -0.1586 0.0431
C -1.7748 5.3553 0.7176 0.4164 0.0748 -0.1886
C -3.0924 3.3602 0.0622 0.1733 -0.4340 -0.1150
H -0.3349 4.0141 -3.5356 0.1116 0.0457 -0.1371
H -1.5343 4.0948 -2.2792 -0.1490 0.0750 0.0442
H -0.9333 2.5237 -2.8312 -0.0425 0.0237 0.0137
H 1.1311 5.4951 -2.3901 0.0753 -0.0336 -0.1759
H 1.7802 5.1725 -0.7985 0.1455 0.1110 0.0968
H 0.0978 5.6814 -1.0073 -0.0313 0.1340 0.1234
H 1.8790 3.2695 -3.1894 0.0017 0.1006 -0.1283
H 1.4742 1.8072 -2.3159 -0.0476 0.0226 -0.0536
H 2.5808 2.9772 -1.6088 0.1535 0.0216 0.0274
H 0.2794 2.3732 3.2863 -0.1397 -0.0609 0.0801
H 1.8844 2.9587 3.6748 0.0840 0.0512 0.0533
H 1.7078 1.4547 2.7917 0.0032 -0.0566 0.0842
H 0.4890 4.9061 2.6926 -0.0914 0.1128 0.0132
H 1.2739 5.4086 1.1836 -0.0280 0.1325 -0.0512
H 2.2269 4.9660 2.5831 0.1121 -0.0385 0.0310
H 2.8480 1.9920 0.5531 0.1092 -0.1507 -0.0648
H 3.5122 3.0007 1.8344 0.0626 0.0015 0.1251
H 3.0773 3.7267 0.3030 0.0760 0.0566 -0.1414
H -1.3140 3.9063 2.9769 0.0927 0.0368 0.0570
H -2.0290 2.3701 2.4413 -0.0277 -0.2482 0.0689
H -3.0371 3.7703 2.7348 -0.2085 0.0428 -0.0508
H -0.8781 5.7398 1.1872 0.1190 0.0537 0.0166
H -2.6104 5.8794 1.1951 -0.1324 -0.0985 0.0578
H -1.7940 5.6308 -0.3335 -0.0448 0.0366 -0.0325
H -3.4361 2.3938 0.4030 -0.0585 -0.1007 -0.0169
H -2.8224 3.3043 -0.9865 -0.0317 -0.0449 -0.2114
H -3.9323 4.0574 0.1288 -0.0159 0.1311 0.0411
O -0.4911 -1.8035 -0.2845 1.3394 -4.3738 2.7470
O -0.0017 -2.5267 0.6347 -1.3963 1.6615 -3.7158
C -2.4636 0.1072 0.2850 0.0762 0.3557 -0.0686
H -2.7765 0.3876 1.2907 0.0932 0.0568 -0.0134
H -2.5962 -0.9752 0.1901 0.0038 0.0723 0.0679
H -3.1207 0.5677 -0.4455 0.0661 0.0899 -0.0073
```
Positions in Å, forces in eV/Å.

Output
* LUMO level (spin up / spin down): -6.38 / -8.67 eV
* HOMO energy (spin up / spin down): -13.66 / -13.73 eV
* multiplicity: 5
* F_max: 0.10376 hartree/bohr
* E_tot: -61891.0287 eV
* total charge: +2

Results of the Mulliken charge analysis, in e, for atoms 1 through 5: atom 1 (Pt): 2.5846, atom 2 (C): -0.9785, atom 3 (O): -0.4060, atom 4 (C): -0.3445, atom 5 (N): 0.1058